DFT (ωB97M-V/def2-TZVPD) results for C32H45BF4GeN7O3SSi3Ti as an isolated structure in a non-equilibrium geometry.

Output
- Total charge: -1
- E_LUMO: 1.6 eV
- HOMO level: -4.779 eV
- ΔE to the lowest compared entry with this formula, charge and spin: 288.0 kJ/mol

```
98
Properties=species:S:1:pos:R:3:mulliken_charge:R:1
Ti 0.24783 0.18148 -1.25014 -3.40
O 0.41602 -1.36435 -4.79794 -0.70
C 0.40501 -1.21885 -3.60032 -1.14
N 1.11708 -0.27088 -2.86679 1.85
C 2.50248 -0.22725 -2.96100 -0.22
C 3.24773 -0.75841 -4.00890 -1.04
C 4.63110 -0.73682 -3.95549 -0.82
C 5.26141 -0.19098 -2.85172 -0.84
C 4.52662 0.32049 -1.78993 -0.86
C 3.13042 0.31323 -1.82011 0.64
N 2.23427 0.88770 -0.88131 1.71
C 2.80605 1.73270 0.03933 -0.84
O 3.93846 1.65722 0.48139 -0.64
C 2.01767 2.94557 0.43334 0.27
C 2.52385 4.18214 0.25776 -0.45
C 1.87343 5.30357 0.89959 -0.80
C 0.73475 5.15579 1.58484 -1.30
C 0.05877 3.84305 1.61179 0.30
N 0.78387 2.75305 0.98235 0.85
C -0.19948 -2.16164 -2.61598 1.30
C -0.37033 -3.45641 -2.98739 -1.03
C -0.28340 -4.46206 -1.95384 -0.82
C -0.36242 -4.07888 -0.67314 -0.71
C -0.80110 -2.67504 -0.36176 2.22
N -0.17235 -1.72666 -1.30982 1.39
H 2.72712 -1.18015 -4.85631 0.55
H 5.21031 -1.14731 -4.77294 0.40
H 6.34263 -0.15580 -2.79938 0.41
H 5.04423 0.72805 -0.94088 0.58
H 3.46086 4.31673 -0.26094 0.57
H 2.37046 6.26526 0.86216 0.40
H 0.29504 5.95961 2.16097 0.47
H -0.97977 3.87485 1.26444 0.29
H -0.34180 -3.70785 -4.03678 0.55
H -0.03588 -5.47860 -2.23408 0.39
H -0.14527 -4.74755 0.15080 0.62
H -0.46855 -2.42023 0.64959 -2.64
C 2.72423 -2.20853 0.60167 -0.86
Si 1.82943 -1.39045 2.07901 1.32
C 3.15610 -0.55676 3.14782 -1.40
C 1.16542 -2.86168 3.12075 -1.31
Ge -0.05311 -0.00316 1.33988 2.22
Si -2.74708 -2.69507 -0.33061 0.50
C -3.17025 -4.06822 0.91215 -1.40
C -3.58450 -1.12439 0.33022 -0.36
C -3.52823 -3.14867 -1.98502 -1.01
Si -1.43461 -0.12182 3.35269 1.37
C -2.38061 -1.73029 3.73946 -1.47
C -0.38530 0.19945 4.90973 -1.22
C -2.89541 1.12783 3.24102 -1.19
H 3.72258 -1.78807 0.46040 0.39
H 2.17576 -2.06013 -0.32689 -0.33
H 2.83555 -3.28613 0.74407 0.55
H 3.96729 -1.25252 3.37481 0.41
H 2.74377 -0.19420 4.09176 0.32
H 3.58166 0.29816 2.62072 0.22
H 1.80246 -3.74079 3.00434 0.54
H 0.15196 -3.14163 2.82043 0.00
H 1.13295 -2.60699 4.18302 0.31
H -2.68034 -3.90786 1.87588 0.37
H -2.86836 -5.04937 0.54062 0.32
H -4.24796 -4.09560 1.08856 0.36
H -2.97534 -0.60760 1.07444 -0.64
H -4.52970 -1.39071 0.81042 0.50
H -3.81242 -0.43951 -0.48601 0.37
H -3.08854 -4.05460 -2.40239 0.26
H -3.39384 -2.34767 -2.71175 0.20
H -4.60141 -3.31660 -1.85737 0.44
H -1.70430 -2.55822 3.96256 0.35
H -3.02617 -2.03273 2.91218 0.28
H -3.01250 -1.57138 4.61668 0.46
H -0.19274 -0.72866 5.45191 0.32
H -0.86836 0.90098 5.59122 0.45
H 0.57966 0.62779 4.63756 0.07
H -3.85087 0.59960 3.17226 0.40
H -2.81152 1.78058 2.37036 0.12
H -2.92824 1.76676 4.12497 0.44
O 1.09532 3.23098 4.08766 -0.69
S 0.02094 2.80242 3.18646 0.43
N 0.62893 1.73662 1.98224 -0.80
F -3.44005 1.52767 -2.91424 -0.32
B -2.48119 0.58277 -3.27050 0.32
F -3.05551 -0.47866 -3.91485 -0.37
F -1.42681 1.14380 -3.97567 -0.38
F -1.89179 0.06978 -1.96761 0.41
N -2.28274 2.27937 -0.22279 0.81
C -1.50304 2.85576 -1.19148 -0.35
C -1.92457 4.04812 -1.79549 -1.19
C -1.10965 4.65996 -2.71350 -0.70
C 0.12542 4.09064 -3.00813 -1.07
C 0.47270 2.92378 -2.37694 -0.15
N -0.31688 2.29392 -1.48264 2.02
H -3.27060 2.45183 -0.31614 0.38
H -2.06172 1.31859 -0.00717 -1.04
H -2.90750 4.43307 -1.56265 0.51
H -1.42554 5.57234 -3.20236 0.42
H 0.79024 4.53101 -3.73615 0.52
H 1.41979 2.45035 -2.59306 0.04
```

DFT (ωB97M-V/def2-TZVPD) results for a 4-piece molecular cluster, C24H56ClN3O9P overall in a non-equilibrium geometry.

Output
- Total charge: +1
- E_LUMO: -2.6 eV
- HOMO level: -10.688 eV

```
94
Properties=species:S:1:pos:R:3:mulliken_charge:R:1
C 5.53260 -4.29274 3.54310 -1.27
C 4.06417 -4.66941 3.23757 -0.39
C 3.20793 -3.40253 3.02053 -0.78
N 2.24787 -3.60408 1.91372 -0.09
N 2.32144 -2.63914 0.88434 0.34
C 1.32248 -1.52542 1.03886 -2.21
C -0.11185 -2.03477 1.17049 1.90
C -0.99577 -0.88360 0.59891 -0.26
C -2.47983 -1.11776 0.67873 -0.27
C -3.31385 -0.84631 1.91778 -1.54
N -3.01170 -1.52726 -0.38431 -0.32
C -0.48129 -2.38140 2.63209 -1.42
P -0.12572 -1.09486 3.83532 0.40
O 1.29051 -0.99030 4.19079 -0.70
O -0.92769 -1.53736 5.14193 -0.58
O -0.72995 0.29790 3.37010 -0.13
C -0.37183 -3.31136 0.33101 -1.56
C 0.70042 -3.70105 -0.72969 -1.13
C 2.10889 -3.17480 -0.48559 -0.08
Cl 3.36492 -4.35085 -0.91924 -0.09
H 6.18004 -5.13593 3.33921 0.37
H 5.80511 -3.47487 2.88792 0.36
H 5.61224 -4.00495 4.58542 0.31
H 4.08011 -5.30148 2.35236 0.34
H 3.61702 -5.22248 4.05240 0.39
H 3.79470 -2.49125 2.92130 0.53
H 2.61250 -3.27554 3.91710 0.10
H 2.25120 -4.54464 1.54132 0.38
H 3.23605 -2.17118 0.86327 0.45
H 1.62992 -0.87865 1.85646 0.39
H 1.35647 -0.91960 0.13802 0.55
H -0.75724 -0.86049 -0.46268 0.85
H -0.69563 0.08585 0.98802 0.41
H -4.30500 -0.57237 1.57562 0.61
H -3.44622 -1.74283 2.51554 0.38
H -2.91397 -0.02598 2.50277 0.08
H -4.01648 -1.66080 -0.26098 0.21
H -1.53412 -2.64699 2.66546 0.62
H 0.05639 -3.25673 2.96790 0.70
H -0.35455 -1.30063 5.89302 0.36
H -0.30982 1.00906 3.88778 0.29
H -0.40622 -4.13615 1.03619 0.57
H -1.33433 -3.30228 -0.16608 0.52
H 0.35873 -3.41577 -1.71841 0.42
H 0.75451 -4.78300 -0.72646 0.37
H 2.27824 -2.34344 -1.15327 0.45
C -1.02855 6.16657 2.18240 -0.77
O -0.40218 4.93611 2.51941 -0.34
C -1.31847 3.97102 3.00460 -0.62
C -1.66178 2.94455 1.94404 0.28
O -2.39849 3.51846 0.88075 -0.45
C -1.60318 3.75796 -0.26884 -0.45
H -0.30421 6.76791 1.63537 0.25
H -1.90731 6.01303 1.55276 0.34
H -1.31579 6.70693 3.08938 0.33
H -2.22579 4.45016 3.38200 0.40
H -0.83048 3.46271 3.84661 0.22
H -2.29694 2.17379 2.39372 0.05
H -0.75259 2.45919 1.57065 0.18
H -1.36320 2.81185 -0.76740 0.23
H -0.67852 4.27855 -0.01462 0.09
H -2.17733 4.37774 -0.95497 0.33
C 2.16863 4.99891 -0.24249 -0.58
O 2.12436 4.40608 -1.53015 -0.30
C 2.07415 5.36557 -2.58011 -0.52
C 3.42364 5.54292 -3.24059 -0.55
O 4.36216 6.13789 -2.35772 -0.37
C 5.27575 5.20875 -1.80468 -0.71
H 2.40686 4.21822 0.47915 0.29
H 2.93085 5.77850 -0.18044 0.37
H 1.18995 5.41835 0.01109 0.06
H 1.70068 6.32421 -2.20899 0.33
H 1.36405 4.99102 -3.32404 0.37
H 3.30978 6.22005 -4.09263 0.37
H 3.79563 4.58547 -3.61760 0.32
H 5.99716 4.88479 -2.56233 0.33
H 4.76324 4.33532 -1.39245 0.29
H 5.81438 5.70898 -1.00141 0.25
C -4.37410 -1.39411 -6.60425 -0.72
O -5.33572 -1.80208 -5.64623 -0.38
C -5.35553 -3.20636 -5.43931 -0.54
C -4.64121 -3.58833 -4.16146 -0.42
O -3.24633 -3.33278 -4.24158 -0.40
C -2.86134 -2.14763 -3.55929 -0.39
H -4.28959 -0.30985 -6.54802 0.25
H -3.39419 -1.83523 -6.40666 0.31
H -4.70221 -1.66644 -7.61257 0.33
H -4.91994 -3.73103 -6.29452 0.33
H -6.40523 -3.50536 -5.35830 0.38
H -4.76179 -4.66457 -4.00006 0.40
H -5.08338 -3.06623 -3.30701 0.24
H -2.90448 -2.28943 -2.47372 0.08
H -3.49123 -1.29886 -3.83926 0.36
H -1.83160 -1.92300 -3.84383 0.27
```

| no. | electronic energy (eV) | frontier orbital gap (eV) |
| --- | --- | --- |
| 1 | -176144.247 | 6.4 |
| 2 | -70496.847 | 8.1 |